Computed, not measured: a cluster of 12 separate species, C35H68FN5O22 in total at a distorted geometry, with ωB97M-V with the def2-TZVPD basis set.

```
131
Properties=species:S:1:pos:R:3
C 19.1474 0.5439 19.0212
N 18.4679 -0.7026 18.5650
O 19.1312 -1.7110 18.5733
O 17.2996 -0.6514 18.2530
H 20.0436 0.7699 18.4553
H 19.3108 0.4366 20.0886
H 18.4032 1.3114 18.8213
C 15.3296 -1.5867 11.2178
N 15.0303 -0.6789 12.3759
O 15.2589 -1.1010 13.4908
O 14.6270 0.4433 12.1222
H 15.4186 -2.5868 11.6236
H 16.1989 -1.2504 10.6677
H 14.4149 -1.4993 10.6320
C 23.5836 2.9251 15.7014
N 22.4425 3.0431 14.7504
O 22.6513 2.6829 13.6078
O 21.3507 3.4300 15.1154
H 24.1098 3.8729 15.7252
H 24.1846 2.1052 15.3239
H 23.1642 2.6114 16.6552
C 20.7030 6.3251 13.5245
N 21.9099 6.3277 14.4251
O 22.9745 6.2308 13.8475
O 21.7668 6.5106 15.6070
H 19.8083 6.4600 14.1141
H 20.7365 5.4110 12.9381
H 20.9879 7.1030 12.8176
C 15.4534 9.7425 15.6986
N 15.6534 8.2844 15.9957
O 14.7099 7.6204 16.3611
O 16.7768 7.8453 15.8329
H 15.8336 9.9050 14.6992
H 16.0588 10.2233 16.4651
H 14.4074 9.9324 15.9062
C 13.2507 3.8888 10.9849
C 12.1693 4.4008 11.9036
O 10.8284 4.3512 11.3734
C 10.5850 5.1350 10.3367
C 9.2028 5.0305 9.7575
O 11.3756 5.9052 9.8697
H 14.1773 3.6943 11.5193
H 13.4843 4.5276 10.1352
H 12.9116 2.9437 10.5523
H 12.0364 3.8325 12.8226
H 12.3820 5.4053 12.2776
H 9.1734 5.4219 8.7441
H 8.4717 5.6099 10.3212
H 8.8602 3.9966 9.6922
C 17.9171 -3.6267 14.6166
C 19.0182 -2.9819 15.4879
O 19.2671 -1.6979 14.9026
C 20.1858 -0.9314 15.4524
C 20.3264 0.3864 14.7426
O 20.8567 -1.2521 16.4128
H 16.9724 -3.1952 14.9388
H 17.9280 -4.7031 14.7854
H 18.1204 -3.4140 13.5687
H 18.5789 -2.9214 16.4839
H 19.8699 -3.6451 15.6243
H 20.4486 0.3067 13.6606
H 21.1865 0.9491 15.0776
H 19.4110 0.9599 14.9059
C 14.4174 2.7841 14.7661
C 15.8941 2.4645 14.9041
O 16.6102 3.6165 15.3664
C 17.6669 3.3661 16.1640
C 18.5766 4.5541 16.2344
O 17.7905 2.3460 16.7795
H 13.9142 2.8632 15.7268
H 13.8830 2.0360 14.1818
H 14.3671 3.7198 14.2028
H 16.0932 1.5998 15.5351
H 16.2785 2.1709 13.9254
H 19.1673 4.6402 15.3250
H 19.1845 4.6546 17.1245
H 17.8898 5.4091 16.2139
C 14.0499 4.9290 18.2741
C 14.6274 5.6414 19.4755
O 16.0093 5.8333 19.1620
C 16.8583 6.1883 20.1048
C 18.2736 6.3432 19.5715
O 16.6007 6.4713 21.2507
H 14.1584 5.5448 17.3816
H 12.9793 4.7302 18.3274
H 14.5982 4.0000 18.1175
H 14.0863 6.5624 19.6845
H 14.5700 4.9809 20.3410
H 18.2741 5.8913 18.5825
H 18.9668 5.8402 20.2351
H 18.4164 7.4207 19.5245
C 16.1821 5.6125 12.5844
C 17.3123 6.1913 11.7756
O 16.9011 7.3454 11.0335
C 17.6188 7.6547 9.9540
C 17.1018 8.8504 9.1974
O 18.6048 7.0567 9.5973
H 16.4539 4.7681 13.2075
H 15.3294 5.3486 11.9592
H 15.8214 6.4147 13.2351
H 18.0927 6.5282 12.4609
H 17.6620 5.4176 11.0915
H 17.6284 8.8548 8.2471
H 17.3764 9.7554 9.7403
H 16.0306 8.8238 9.0124
C 21.7880 5.2738 18.8799
C 23.2727 5.5222 18.7762
O 23.9631 4.8508 19.8414
C 24.0363 3.5246 19.9226
C 24.6643 3.1075 21.2115
O 23.5975 2.7697 19.0835
H 21.6090 4.2100 18.7150
H 21.2605 5.8631 18.1275
H 21.2676 5.4572 19.8215
H 23.6534 5.1619 17.8192
H 23.5830 6.5628 18.8256
H 25.5484 3.6795 21.4803
H 25.0463 2.0926 21.0755
H 23.9153 3.0568 21.9984
F 18.6201 3.7464 13.0687
C 18.8454 2.7930 12.1286
C 20.1395 2.5784 11.6642
C 20.2997 1.6400 10.6652
C 19.2148 0.9435 10.1198
C 17.9618 1.2852 10.5411
C 17.7235 2.2065 11.5723
H 21.0713 3.0157 11.9922
H 21.3167 1.5619 10.2990
H 19.3146 0.2153 9.3266
H 17.0726 0.8856 10.0621
H 16.7110 2.4106 11.8813
```

## Properties
DFT total energy = -92598.0121 eV
Orbital gap = 9.53 eV
E_LUMO = 0.001 Eh
E_HOMO = -9.510 eV
Structure (SMILES) = C[N+](=O)[O-].C[N+](=O)[O-].C[N+](=O)[O-].C[N+](=O)[O-].C[N+](=O)[O-].CCOC(C)=O.CCOC(C)=O.CCOC(C)=O.CCOC(C)=O.CCOC(C)=O.CCOC(C)=O.Fc1ccccc1